Computed, not measured: a structure of composition C6H11N at a distorted geometry, with the ωB97M-V functional and the def2-TZVPD basis.

```
18
Properties=species:S:1:pos:R:3:forces:R:3:mulliken_charge:R:1
C -0.40288 0.84096 1.35927 0.3 0.5 -1.9 -0.625
C 2.07261 -1.68533 -0.06346 0.2 0.0 -0.4 -1.214
N -1.96144 -0.13843 -1.02812 0.2 -1.0 0.6 -0.378
C -1.59476 1.14756 -0.85863 1.1 1.1 0.5 -0.197
C -0.69244 1.58939 0.07265 -2.4 0.9 -0.1 -0.438
C 0.73868 0.28404 0.60057 0.4 -2.4 1.3 -0.006
C 0.74358 -0.96730 -0.02174 1.5 1.3 -0.4 -0.343
H -1.50839 -0.83020 -0.39173 -1.1 0.6 -0.8 0.188
H -2.82308 -0.32805 -1.51919 0.2 -0.3 0.3 0.213
H -0.13580 1.52193 2.16393 -0.1 -0.2 0.0 0.289
H -1.16592 0.10848 1.61693 0.1 0.1 0.1 0.334
H -2.01194 1.85083 -1.56905 0.1 0.0 -0.2 0.376
H -0.38907 2.62375 0.02830 0.0 0.1 -0.1 0.370
H 1.68503 0.80461 0.77462 0.2 -0.4 0.3 0.316
H 0.17920 -1.16397 -0.93046 -0.9 -0.4 0.8 0.172
H 2.92925 -1.01089 -0.18286 0.0 0.1 0.1 0.350
H 2.23449 -2.26658 0.85196 0.0 0.1 -0.1 0.244
H 2.10286 -2.38080 -0.90300 0.1 -0.1 0.0 0.347
```
Forces are in eV/Å.

Summary:
* frontier orbital gap (spin up / spin down): 7.5 / 7.5 eV
* energy relative to the best compared isomer or geometry (same formula, charge and spin): 3.589 eV
* E: -7886.9425 eV
* charge: 0

=====

Computed, not measured: the molecule C4H5N3O at a distorted geometry, with the ωB97M-V functional and the def2-TZVPD basis.

```
13
Properties=species:S:1:pos:R:3:forces:R:3:mulliken_charge:R:1
O -3.32594 0.08734 -0.31207 3.2 -0.9 -0.2 -0.540
C -2.12694 -0.23158 -0.41313 -3.7 0.9 1.7 0.091
N -1.22154 -0.19193 0.65501 -2.3 0.3 0.0 -0.603
N 0.04837 -0.09424 0.23270 2.5 -1.9 0.9 0.413
C 0.79384 1.01452 0.11301 0.6 0.6 -0.8 -0.194
C 2.03009 0.62780 -0.23110 0.9 -0.8 -0.8 -0.347
N 2.13655 -0.75640 -0.32561 -1.7 0.3 1.6 -0.598
C 0.93616 -1.15809 0.09130 0.3 -0.4 -0.4 -0.041
H -1.69176 -0.65783 -1.30616 0.3 0.0 -0.5 0.371
H -1.49411 0.27039 1.54814 0.3 -0.5 -1.2 0.279
H 0.43805 1.98612 0.05098 -1.0 1.5 0.3 0.427
H 2.83146 1.28231 -0.50759 0.3 0.0 0.0 0.392
H 0.64577 -2.17843 0.40454 0.1 0.8 -0.7 0.349
```
Forces are in eV/Å.

Summary:
* frontier orbital gap: 10.1 eV
* energy relative to the best compared isomer or geometry (same formula, charge and spin): 2.328 eV
* SMILES: O=CNn1ccnc1
* E: -10745.2870 eV
* charge: 0